No. 1
{
  "formula": "C10H17N2Si",
  "method": "ωB97M-V/def2-TZVPD",
  "charge": 1,
  "smiles": "CN(C)/C=[NH+]/[Si@@H](C)c1ccccc1",
  "e_tot_ha": -789.99982,
  "e_lumo_ev": -3.7345,
  "de_lowest_kj_mol": 0.0,
  "elements": ["H", "H", "H", "Si", "C", "H", "H", "H", "C", "C", "H", "H", "H", "H", "C", "C", "H", "C", "N", "C", "C", "H", "C", "H", "H", "C", "H", "H", "N", "H"],
  "coordinates": [[4.037621, -3.430142, -0.926758], [2.919682, -1.373554, -1.863879], [0.011871, 0.661230, 0.996843], [0.470297, 0.058399, -1.254183], [1.173648, -1.622263, -0.623179], [0.885301, -3.866394, 1.770881], [-2.072002, 1.165049, -1.070235], [-3.675559, 2.731433, -0.855322], [-2.157496, 2.345843, 2.007878], [-3.603451, 2.632981, 0.256430], [-0.103527, -1.770104, 1.028357], [-3.781517, 3.593220, 0.742623], [2.564723, 1.156313, -0.832320], [-1.582148, 3.273281, 2.009365], [2.398477, -2.056045, -1.169484], [1.915178, 1.104247, -1.697064], [1.487074, 2.107732, -1.937041], [-1.688197, 1.250442, -0.077331], [-0.368129, 0.782204, 0.110464], [1.303983, -3.441994, 0.930648], [0.690664, -2.235489, 0.509601], [3.086010, -4.838519, 0.586660], [2.516314, -3.959328, 0.331087], [-4.547865, 2.062576, 0.437333], [-0.583211, -0.067854, -2.185878], [3.075236, -3.131537, -0.627366], [-1.419973, 1.676639, 2.501127], [-2.972601, 2.485242, 2.722056], [-2.469698, 2.026856, 0.660707], [2.489295, 0.679538, -2.482017]],
  "forces_ev_per_angstrom": [[1.130, 0.069, -0.853], [-0.343, -0.811, 0.092], [0.508, 0.229, 2.059], [2.229, -2.275, 0.624], [0.426, 1.706, -0.928], [-0.697, -1.304, 1.671], [0.048, -0.375, -0.663], [0.448, 0.328, 0.795], [2.638, 0.394, 2.510], [-5.442, 1.059, -3.415], [-0.954, -0.134, 0.696], [0.462, 0.023, -0.231], [0.115, 0.228, 0.281], [-0.255, 0.404, -0.065], [0.174, 1.169, 0.271], [-1.410, 1.132, 0.475], [0.833, -0.550, -0.068], [2.204, 0.948, 0.675], [-5.055, 1.342, -1.393], [1.599, 0.670, -1.510], [1.560, -1.953, -0.641], [-0.470, -0.165, 0.580], [-2.297, 2.198, 0.513], [0.758, 0.029, 0.460], [-0.914, 0.060, -1.022], [-0.702, -0.570, -0.116], [-0.725, -0.179, -0.583], [-0.325, -0.312, -0.702], [4.080, -3.271, 1.480], [0.377, -0.087, -0.989]]
}

No. 2
{
  "formula": "C22H26Cl42F2NO4S",
  "method": "ωB97M-V/def2-TZVPD",
  "charge": 1,
  "e_tot_ha": -21135.22173,
  "e_lumo_ev": -4.4853,
  "elements": ["H", "S", "Cl", "C", "H", "C", "H", "C", "C", "Cl", "O", "H", "Cl", "H", "Cl", "C", "Cl", "Cl", "Cl", "C", "C", "Cl", "H", "H", "C", "Cl", "Cl", "Cl", "H", "Cl", "Cl", "Cl", "Cl", "C", "C", "C", "Cl", "C", "C", "H", "C", "H", "H", "Cl", "Cl", "Cl", "H", "Cl", "C", "O", "H", "H", "F", "N", "H", "Cl", "Cl", "O", "Cl", "H", "Cl", "Cl", "Cl", "C", "H", "Cl", "Cl", "H", "Cl", "Cl", "H", "Cl", "H", "Cl", "C", "H", "H", "C", "H", "Cl", "Cl", "Cl", "Cl", "H", "C", "O", "Cl", "H", "Cl", "F", "Cl", "C", "Cl", "C", "Cl", "Cl", "C", "H"],
  "coordinates": [[5.485173, 1.146319, -0.880366], [0.937432, 0.183128, -0.571338], [-7.453800, 0.579671, 6.165807], [2.699365, 0.094993, -0.209958], [3.409266, 1.323864, -1.827683], [-5.743685, -1.244270, -4.294561], [-5.990517, -0.191567, -4.249298], [-3.340442, 0.980565, -1.460295], [-6.755748, -6.360507, 1.818930], [7.843442, 2.460913, -0.676838], [5.980281, -1.952038, -1.813013], [-2.821402, -3.731818, 3.850713], [7.433216, 9.915649, -3.470760], [-6.894665, -7.431394, 1.764256], [-5.774424, -6.004865, 3.240443], [5.857878, -0.575923, -2.136622], [-8.075512, -2.241347, 6.463734], [-5.951655, -5.832514, 0.335350], [-7.150711, -2.170557, -3.805612], [8.095820, 8.619423, -2.482193], [-9.227376, 2.420926, -1.413238], [-4.959818, 1.514768, -1.079257], [9.187227, -1.996547, -1.037162], [9.218511, 3.018771, 1.125876], [8.911909, 4.987173, -4.952821], [-5.248502, -1.636383, -5.933771], [-12.150787, -0.153981, 7.772098], [10.354431, 1.243371, 0.120338], [5.129066, -0.442318, -0.148517], [10.177825, 6.203512, -4.801905], [-2.801273, 1.623772, -3.008425], [-4.942318, -2.790126, 3.629499], [10.828789, 5.029513, 2.187367], [7.222094, -2.490154, -1.576018], [8.915518, 2.080590, 0.679800], [-3.551008, -3.352742, 4.551126], [-10.638151, 2.321171, 7.589517], [-11.177299, -4.904417, 7.795394], [10.072038, 6.397359, 1.363098], [10.859469, 7.056207, 1.022902], [-0.231263, -2.158837, -1.150785], [5.334994, -0.498043, -3.088846], [6.819108, -0.088159, -2.271139], [8.315085, 9.109838, -0.807816], [7.076001, 7.174887, -2.544194], [6.276607, 2.039186, -4.324117], [3.310130, -0.400034, -2.226730], [-8.341544, -5.607900, 1.960438], [-3.654459, -6.310387, -2.704910], [-1.466865, -2.034164, 1.177695], [-9.531972, 3.458259, -1.424464], [9.065232, 8.350064, -2.880029], [-0.302608, -0.211633, 1.779792], [0.335100, -1.350204, -0.061485], [0.853837, 0.087718, -1.910650], [5.155119, 0.041780, -6.117313], [-2.589543, -6.584323, -4.081533], [0.114158, -3.244939, -1.415192], [9.353357, 3.763746, -6.146267], [8.043564, -1.991759, 0.303739], [-2.189099, 1.430380, -0.175020], [-11.411232, -3.156563, 7.868347], [-10.608809, 1.442622, -0.944380], [6.150997, 1.495339, -6.002484], [-3.128504, -6.608710, -1.808112], [9.163136, 5.858434, -0.049741], [-2.811886, -2.016360, 5.441784], [2.878357, -0.901815, 0.190478], [-12.714079, -5.736314, 7.569929], [9.038819, 7.299217, 2.466326], [-10.736745, 0.561271, 6.057229], [-10.041392, -5.327192, 6.510155], [-10.754518, -5.230930, 8.735392], [8.058043, 1.135760, 1.897028], [3.573378, 0.314738, -1.446769], [8.011285, 5.481008, -5.293762], [-3.357126, -0.097393, -1.527708], [-7.783726, -0.935421, 5.324378], [2.885447, 0.863634, 0.536053], [-4.057691, -4.591300, -2.564060], [5.517420, 2.780241, -7.020132], [-3.984634, -4.660757, 5.649230], [-5.121731, -7.271481, -2.845461], [8.096489, -0.620749, -0.823791], [-11.466974, 1.055601, 6.684077], [7.452343, -3.603851, -1.963795], [-4.398501, -1.525844, -3.164241], [-6.915248, -1.190456, 4.735196], [-7.911903, 2.254180, -0.244289], [-1.145966, -1.445667, -1.808496], [8.568461, 4.243661, -3.393646], [-0.615378, -1.237741, 1.002072], [-8.670107, 1.998095, -3.035098], [5.056627, 0.160932, -1.052697], [-9.153449, -0.748204, 4.221519], [-12.711070, 1.737364, 5.638907], [8.186911, -1.699227, -0.734914], [7.148397, 1.250221, -6.342257]],
  "forces_ev_per_angstrom": [[-0.003, -0.086, 0.215], [-0.210, 0.517, 0.871], [-0.012, 0.009, -0.009], [0.531, -0.324, -0.659], [-0.071, -0.036, -0.204], [-0.101, -0.038, -0.037], [0.020, 0.026, 0.025], [-0.118, 0.101, -0.039], [-0.054, 0.072, 0.010], [-0.031, 0.012, -0.066], [0.012, -0.094, -0.257], [0.032, -0.026, -0.060], [0.008, -0.053, 0.064], [0.011, -0.024, -0.027], [-0.040, -0.240, -0.094], [-0.118, 0.463, 0.322], [0.028, 0.003, -0.025], [0.023, 0.009, 0.069], [0.005, 0.017, 0.015], [0.036, -0.072, 0.040], [0.002, -0.082, -0.028], [0.133, 0.003, -0.018], [0.063, 0.020, 0.100], [-0.007, 0.050, 0.013], [-0.071, 0.022, -0.011], [0.011, 0.021, 0.006], [-0.066, 0.242, 0.008], [-0.001, 0.018, -0.003], [0.173, 0.143, 0.175], [0.008, 0.020, 0.003], [0.104, 0.000, 0.005], [-0.001, 0.171, -0.051], [0.012, -0.032, -0.009], [0.142, -0.780, -0.250], [0.078, -0.004, 0.027], [0.011, 0.044, 0.167], [-0.009, 0.008, 0.007], [-0.059, 0.052, -0.033], [-0.052, 0.052, 0.029], [0.022, 0.006, -0.013], [0.505, -0.802, -0.048], [0.070, -0.164, -0.119], [0.159, -0.144, -0.011], [-0.006, 0.279, 0.048], [-0.129, 0.081, -0.147], [-0.098, -0.029, -0.029], [-0.053, -0.096, 0.002], [-0.033, 0.002, 0.011], [-0.088, 0.007, -0.071], [0.368, 0.667, 0.016], [0.007, 0.027, -0.004], [0.005, -0.016, -0.046], [-0.095, -0.270, -0.041], [-0.677, 0.855, -0.801], [0.185, -0.417, -0.120], [0.019, -0.005, 0.014], [0.049, 0.010, 0.007], [-0.306, 0.634, 0.116], [-0.012, 0.000, -0.002], [-0.047, 0.032, 0.079], [-0.012, -0.031, 0.057], [0.071, -0.269, -0.021], [0.005, 0.000, -0.001], [-0.083, -0.001, -0.040], [-0.024, -0.015, 0.033], [0.071, -0.196, 0.020], [0.019, -0.009, -0.044], [-0.136, -0.008, 0.167], [-0.002, -0.010, 0.010], [0.004, -0.003, -0.006], [0.010, 0.000, -0.007], [0.023, -0.020, 0.010], [0.017, -0.004, 0.018], [-0.030, -0.011, 0.024], [0.029, 0.229, 0.243], [-0.014, 0.013, -0.010], [0.103, 0.059, 0.078], [-0.036, 0.001, 0.088], [-0.157, -0.039, 0.180], [0.065, -0.199, 0.036], [0.003, -0.005, 0.001], [0.006, 0.068, 0.010], [0.039, -0.031, -0.007], [-0.071, -0.001, 0.102], [0.040, -0.015, 0.028], [-0.283, 0.713, 0.329], [-0.066, -0.040, -0.138], [0.044, 0.006, -0.028], [-0.129, 0.056, 0.110], [0.148, -0.153, 0.065], [0.278, -0.024, 0.101], [-0.180, -0.747, 0.325], [0.008, 0.008, -0.020], [-0.212, -0.154, -0.468], [-0.003, -0.012, -0.051], [-0.001, -0.004, -0.016], [0.164, -0.010, -0.319], [0.025, -0.006, 0.007]]
}